144
Properties=species:S:1:pos:R:3 method="wB97M-V/def2-TZVPD" de_lowest_kcal_mol=0.0 total_energy_ev=-522244.0255 fmax_ev_per_a=2.5 lumo_ev=0.03
Br 2.017 1.756 -5.051
C 0.869 0.383 -5.746
C -0.363 0.094 -4.901
Br -1.465 1.736 -4.905
H 1.467 -0.521 -5.873
H 0.594 0.644 -6.767
H -0.014 -0.043 -3.882
H -0.980 -0.682 -5.334
Br -2.301 3.591 5.426
C -2.723 2.514 3.840
C -1.508 2.285 2.956
Br 0.106 1.783 4.008
H -3.526 2.981 3.272
H -3.094 1.523 4.111
H -1.302 3.184 2.378
H -1.710 1.439 2.302
Br -3.510 -1.104 3.249
C -2.450 -2.749 3.694
C -2.803 -3.740 2.611
Br -2.151 -5.499 3.096
H -2.727 -3.124 4.675
H -1.414 -2.435 3.764
H -2.461 -3.513 1.603
H -3.881 -3.820 2.488
C -1.175 -3.160 -4.841
C -1.659 -4.467 -4.261
C -2.796 -4.348 -3.269
O -3.919 -4.960 -3.927
C -3.554 -5.416 -5.124
O -4.310 -5.827 -5.941
O -2.226 -5.287 -5.305
H -0.376 -3.358 -5.550
H -0.867 -2.504 -4.024
H -2.014 -2.597 -5.261
H -0.820 -5.013 -3.833
H -2.914 -3.343 -2.867
H -2.688 -5.017 -2.414
C -5.988 3.705 -0.293
C -4.932 3.076 0.604
C -5.335 1.712 1.232
O -4.374 0.797 0.722
C -3.540 1.388 -0.153
O -2.739 0.852 -0.847
O -3.844 2.696 -0.224
H -5.580 4.570 -0.809
H -6.835 3.985 0.335
H -6.315 2.981 -1.039
H -4.634 3.698 1.450
H -6.327 1.363 0.941
H -5.347 1.781 2.319
C 2.197 -5.736 -2.478
C 1.497 -5.320 -1.208
C 2.135 -4.082 -0.532
O 0.964 -3.342 -0.102
C -0.120 -3.813 -0.743
O -1.211 -3.333 -0.610
O 0.218 -4.760 -1.586
H 2.541 -4.934 -3.129
H 1.544 -6.345 -3.103
H 3.084 -6.277 -2.134
H 1.354 -6.095 -0.456
H 2.609 -3.394 -1.236
H 2.764 -4.295 0.327
C 1.292 6.505 -0.311
C 1.374 5.493 0.843
C 2.432 5.839 1.903
O 1.612 6.525 2.880
C 0.337 6.069 2.767
O -0.498 6.255 3.597
O 0.153 5.524 1.578
H 0.352 6.291 -0.820
H 2.084 6.357 -1.042
H 1.260 7.527 0.065
H 1.589 4.504 0.438
H 3.096 6.585 1.478
H 2.876 4.962 2.365
C 3.912 -1.183 1.518
C 3.707 -2.403 2.395
C 2.869 -2.071 3.661
O 1.922 -3.152 3.751
C 1.988 -3.891 2.634
O 1.353 -4.881 2.468
O 2.888 -3.386 1.795
H 4.765 -0.621 1.894
H 3.041 -0.527 1.481
H 4.030 -1.501 0.480
H 4.623 -2.806 2.834
H 2.319 -1.136 3.540
H 3.468 -2.082 4.567
C 5.103 -0.816 -1.973
C 4.142 -0.393 -3.091
C 4.568 -0.712 -4.533
O 3.561 -1.668 -4.940
C 2.681 -1.893 -3.943
O 1.719 -2.594 -3.940
O 2.955 -1.128 -2.881
H 4.698 -0.594 -0.991
H 6.064 -0.315 -2.106
H 5.319 -1.877 -2.126
H 3.939 0.674 -2.994
H 5.563 -1.154 -4.547
H 4.573 0.245 -5.046
C -3.259 4.637 -3.457
C -1.975 4.966 -2.709
C -1.234 3.804 -2.057
O 0.112 4.049 -2.434
C 0.169 4.981 -3.408
O 1.185 5.322 -3.930
O -1.029 5.501 -3.642
H -3.495 5.391 -4.209
H -4.126 4.621 -2.802
H -3.086 3.701 -3.986
H -2.191 5.695 -1.922
H -1.595 2.823 -2.364
H -1.365 3.893 -0.977
C 1.071 0.242 7.587
C -0.338 -0.297 7.791
C -0.908 -0.951 6.487
O -0.956 -2.326 6.808
C -0.777 -2.527 8.114
O -0.967 -3.575 8.648
O -0.392 -1.369 8.711
H 1.611 0.587 8.466
H 1.111 1.030 6.833
H 1.702 -0.539 7.155
H -0.998 0.528 8.055
H -0.311 -0.801 5.584
H -1.902 -0.567 6.247
C -0.323 -1.201 1.343
C 0.818 -0.897 0.396
C 0.376 -0.901 -1.052
O 0.931 0.259 -1.637
C 1.374 1.069 -0.658
O 1.799 2.178 -0.785
O 1.423 0.394 0.528
H 0.076 -1.237 2.359
H -0.840 -2.140 1.158
H -1.061 -0.410 1.191
H 1.611 -1.637 0.540
H -0.710 -0.877 -1.186
H 0.723 -1.797 -1.569
O 5.062 3.047 -1.816
H 4.174 3.123 -2.187
H 5.645 3.373 -2.511